[1]
Density functional theory data (ωB97M-V/def2-TZVPD) for a structure of composition C22H38AsBBrO4RhS5.

XYZ file:
```
73
Properties=species:S:1:pos:R:3
Rh 2.1676 1.6498 0.3733
Br 0.3479 2.8195 -1.1507
As 4.3342 2.2408 2.7779
S 3.4888 0.3927 1.7574
S 4.0096 2.0989 4.8637
S 4.8153 0.9972 -1.2960
S 6.4076 2.4176 2.2609
S 3.0343 3.6715 1.7464
O 0.8144 -1.0368 0.0731
O 2.2064 -0.6127 -1.6766
O 0.5304 1.3799 1.5425
O 3.7889 2.0409 -0.9060
C 0.5727 -2.0588 -0.8909
C -5.2309 2.1115 -1.1842
C 6.3392 1.9270 -1.2472
C -2.7085 -0.5039 3.7647
C 4.6586 0.9107 -3.0906
C 3.0198 -2.7803 -1.1152
C 1.6883 -2.4016 -3.2011
C -2.2351 1.6609 -0.8215
C -2.9409 0.4987 1.1215
C -1.7108 0.6516 1.7419
C -0.6493 1.2984 1.0348
C -4.3956 -0.0393 -2.1431
C -5.5699 -0.0172 0.0402
C -1.0066 1.2596 4.0853
C 0.3383 -3.3720 -0.1662
C -3.2410 0.9706 -0.1619
C -1.0018 1.8217 -0.2269
C -0.3562 -0.9604 3.1143
C -0.6767 -1.6536 -1.6696
C 1.8665 -2.0048 -1.7463
C -1.4480 0.1202 3.1529
C -4.5918 0.7574 -0.8446
B 1.7017 -0.1040 -0.4578
H -4.5889 2.6970 -1.8436
H -5.1828 -1.0072 0.2893
H 3.9383 -2.5405 -1.6541
H -3.9538 -1.0144 -1.9285
H 7.1625 1.2957 -1.5828
H 6.2283 2.8130 -1.8727
H -3.7144 -0.0206 1.6679
H -0.6657 -1.7895 2.4709
H 1.3367 -3.4339 -3.2803
H -6.5186 -0.1471 -0.4882
H -1.7900 2.0209 4.1502
H 3.1585 -2.4785 -0.0756
H -5.7717 0.5136 0.9726
H -2.4779 -0.8288 4.7817
H -0.8394 0.8572 5.0885
H 6.4598 2.1948 -0.1874
H 1.1405 -3.5728 0.5415
H -3.0475 -1.3828 3.2084
H 3.7040 0.4347 -3.2975
H -2.3957 2.0818 -1.8081
H 2.8579 -3.8599 -1.1624
H -3.7248 0.4829 -2.8270
H -0.5030 -0.7278 -2.2220
H -6.1946 1.9705 -1.6849
H -0.9964 -2.4338 -2.3656
H 0.5797 -0.5578 2.7351
H 0.2667 -4.2015 -0.8762
H 5.4817 0.3144 -3.4883
H 0.9754 -1.7478 -3.7014
H -0.5979 -3.3131 0.3911
H -5.3925 2.6937 -0.2750
H -0.0853 1.7287 3.7476
H -1.4774 -1.4607 -0.9531
H -5.3524 -0.1935 -2.6531
H 4.6859 1.9243 -3.4905
H -0.1866 -1.3478 4.1241
H 2.6464 -2.3284 -3.7199
H -3.5320 0.2135 3.8152
```

Computed properties:
- Kohn-Sham gap: 4.670 eV
- Total charge: -2
- HOMO level: -0.83 eV
- Relative energy (zero: lowest compared OMol25 entry of this formula, charge and spin): 11.63 kJ/mol

Atomic partial charges in e from the Mulliken method, atoms 1 to 4: Rh 0.337; Br -0.311; As 0.391; S -0.439

[2]
Density functional theory data (ωB97M-V/def2-TZVPD) for a structure of composition C22H38AsBBrO4RhS5.

XYZ file:
```
73
Properties=species:S:1:pos:R:3
Rh -0.6846 -1.4934 0.7739
Br 0.5054 0.8735 1.6191
As -0.1034 -4.4802 1.6857
S -1.2827 -3.6030 0.0294
S 0.8288 -2.5339 2.1480
S 1.2671 -5.9555 1.0263
S -1.3979 -5.1271 3.2554
S -2.4839 -1.5531 -1.9381
O 0.5141 -0.5883 -1.0161
O -1.7370 -0.7641 3.3676
O -2.3627 -0.5685 -0.8049
O -3.3903 -1.6852 2.0790
C 5.1734 3.7449 -2.1419
C -2.4416 -2.1907 5.1309
C 3.3886 2.4305 -0.9103
C 2.2081 0.6604 -2.1674
C 3.8000 4.8536 -0.4048
C -2.8332 -0.9964 4.2709
C -3.0160 0.2393 5.1367
C -4.0140 -2.4193 -1.6358
C -3.0728 -0.5657 -3.3020
C 4.4517 3.5247 -0.8123
C 1.3838 0.3319 -1.0403
C -4.0316 -1.2938 3.3017
C -4.9279 -2.4341 3.7495
C 1.6786 1.0133 -4.5876
C 5.4959 3.1363 0.2435
C 1.0755 -1.1778 -3.6191
C -4.8679 -0.0579 2.9869
C 3.1566 1.6758 -2.0576
C 1.6202 1.1609 0.1013
C 2.0945 -0.0331 -3.5400
C 2.5752 2.1435 0.1878
C 3.4589 -0.6197 -3.9361
B -2.0676 -1.3096 2.1299
H -4.3717 -3.3711 3.7582
H 3.2933 4.7680 0.5578
H 3.7557 1.8873 -2.9358
H -4.7881 -1.6809 -1.4211
H 4.2322 0.1478 -4.0141
H -3.9067 0.1500 5.7654
H 3.7811 -1.3532 -3.1950
H -2.2058 -3.0597 4.5096
H 1.2751 -1.9642 -2.8956
H 2.4080 1.8229 -4.6672
H -5.3361 -2.2426 4.7459
H -2.1439 0.3458 5.7840
H 3.3834 -1.1216 -4.9065
H 2.6847 2.6807 1.1237
H -4.0303 -0.1106 -3.0441
H 5.9068 4.5495 -2.0332
H -3.2286 -2.4512 5.8448
H 4.5524 5.6461 -0.3245
H -3.0941 1.1407 4.5293
H -5.4116 0.2995 3.8643
H -5.5866 -0.3165 2.2072
H 0.7166 1.4538 -4.3149
H 3.0560 5.1525 -1.1465
H 5.0282 2.9812 1.2170
H 5.9909 2.2049 -0.0383
H -2.3217 0.2022 -3.4786
H -4.2359 0.7458 2.6060
H -3.8351 -3.0578 -0.7711
H 4.4728 4.0273 -2.9309
H 1.1148 -1.6012 -4.6306
H 0.0653 -0.8217 -3.4244
H -4.2609 -3.0244 -2.5104
H -5.7586 -2.5367 3.0473
H -3.1665 -1.2052 -4.1813
H 5.7026 2.8448 -2.4618
H 6.2562 3.9188 0.3482
H -1.5346 -1.9340 5.6811
H 1.5791 0.5446 -5.5730
```

Computed properties:
- Kohn-Sham gap: 5.085 eV
- Total charge: -2
- HOMO level: -1.21 eV
- Relative energy (zero: lowest compared OMol25 entry of this formula, charge and spin): 41.03 kJ/mol

Atomic partial charges in e from the Mulliken method, atoms 1 to 4: Rh 0.722; Br -0.333; As 0.323; S -0.607

[3]
Density functional theory data (ωB97M-V/def2-TZVPD) for a cluster of 6 separate species, C22H38BNO17P in total.

XYZ file:
```
80
Properties=species:S:1:pos:R:3
P 2.0045 -0.7489 0.1086
O -5.4628 1.5129 -1.1961
O -4.3100 0.7893 0.5964
O 6.7189 -3.5701 -5.9896
O 7.0548 -3.3512 -8.1729
O -1.6053 -1.5069 0.0884
O -0.2570 0.2285 -0.7496
O -7.6404 2.9752 5.0281
O -1.5148 3.3904 1.3100
O 8.5157 -4.5445 -6.9402
O -2.4555 2.9868 3.2896
O 5.7602 -0.1122 -3.4598
O -0.4625 2.0739 2.8093
O -4.7661 -0.6274 -1.0399
O -6.8004 3.2363 7.1116
O 3.5840 -0.6058 -3.1273
O 5.2113 -1.7203 -2.0282
O -5.8177 1.8391 5.6940
N 2.8723 -2.0205 0.4528
C -6.8399 2.7114 5.8635
C -4.7400 3.3119 2.8112
C -5.1893 3.4088 8.9149
C -2.8975 3.7115 1.1654
C 6.6232 -1.8216 -2.2230
C -3.9783 -0.5111 1.1003
C 7.5277 -3.8898 -7.0221
C -1.3610 2.7792 2.5099
C -0.4112 -2.1035 -0.3282
C -5.8201 2.5119 7.8837
C -3.8079 -1.3036 -0.1764
C 8.1593 -0.3805 -3.6856
C 5.7760 -2.5645 -6.4316
C -4.9016 0.6391 -0.6067
C -4.1104 -2.7738 -0.0951
C 4.7285 -0.7919 -2.8851
C 5.7332 -2.8594 -7.9186
C 4.4776 -2.6661 -5.6839
C -4.9059 2.0026 6.7828
C 0.4816 -0.9501 -0.8824
C -3.3599 3.8662 2.6072
C 6.9740 -0.4454 -2.7592
B -1.3410 -0.0420 0.2597
H 8.1050 -1.1692 -4.4379
H 6.2446 -1.5913 -6.2540
H 9.0827 -0.5025 -3.1188
H -3.3073 -3.2773 0.4427
H 1.4546 -0.0755 1.2157
H -2.8098 -1.1226 -0.5865
H -3.0689 -0.4443 1.6938
H -2.3495 0.6262 -0.0311
H -4.1778 -3.1993 -1.0958
H 7.0775 0.2657 -1.9343
H -4.8131 -0.8742 1.7095
H -4.1567 2.7482 6.5028
H 5.5412 -1.9940 -8.5461
H 3.8235 -1.9506 0.1334
H -5.9591 3.8956 9.5120
H 3.9310 -3.5756 -5.9341
H -4.9621 3.1305 3.8585
H -4.6707 2.3552 2.2967
H 5.0146 -3.6522 -8.1418
H -4.5838 4.1792 8.4372
H -5.5331 3.9325 2.3962
H 7.1005 -2.0818 -1.2826
H -3.1815 4.8822 2.9744
H -4.4197 1.0553 6.9958
H -5.0566 -2.9523 0.4213
H 4.6693 -2.6730 -4.6133
H -6.3388 1.6724 8.3565
H -4.5541 2.8215 9.5785
H -3.3695 2.8446 0.7000
H 8.1893 0.5832 -4.1925
H 0.7479 -1.1250 -1.9325
H -3.0387 4.5909 0.5427
H 6.8218 -2.5965 -2.9700
H -0.5965 -2.8510 -1.1118
H 2.7130 0.2726 -0.5609
H 0.1032 -2.6300 0.4940
H 3.8523 -1.8025 -5.9093
H -0.9712 0.2205 1.4053
```

Computed properties:
- Kohn-Sham gap: 6.474 eV
- Total charge: -1
- HOMO level: -4.51 eV

Atomic partial charges in e from the Mulliken method, atoms 1 to 4: P 0.427; O -0.636; O -0.023; O -0.359

[4]
Density functional theory data (ωB97M-V/def2-TZVPD) for a structure of composition C22H38Br2ClIrN2O9SSi.

XYZ file:
```
77
Properties=species:S:1:pos:R:3
Ir -1.3687 -0.7838 -1.0469
Br -4.3804 1.2222 -2.7536
Br -3.6182 -1.9038 -2.6706
Cl -4.3476 -5.3106 0.1664
S 0.6201 -1.9426 -1.1633
Si 1.6400 -0.0567 -1.1060
O -2.1664 1.1849 7.1060
O -3.1993 -0.1855 0.2499
O 2.8632 0.0465 -0.0821
O 0.3542 0.9492 -0.7872
O -2.1057 -3.0639 -0.1210
O 2.0786 0.3733 -2.6108
O -1.2353 -0.3921 1.1573
O -2.9316 -2.8015 1.9805
O -0.5357 0.5937 5.8264
N -1.0810 0.1718 -3.1415
N -1.7056 0.8423 6.0401
C 3.2145 -0.5380 1.2014
C -4.8257 0.9957 3.9970
C -2.1259 0.3689 3.6718
C 1.9766 -0.6602 2.0778
C -2.6048 -3.4040 0.9305
C 2.2480 -0.9719 -4.5776
C -2.9995 0.2969 2.5944
C 0.3963 3.0888 -1.9396
C 3.7422 1.0091 -4.1792
C 0.2731 2.4011 -0.5876
C 4.2286 0.4115 1.8181
C -2.4672 -0.1137 1.2736
C 3.0423 -0.1833 -3.5456
C 4.0390 -1.0773 -2.8266
C -4.3453 0.6096 2.7560
C -3.9664 1.0742 5.0834
C 1.3877 2.8409 0.3457
C -4.9080 -0.5325 -2.1933
C -2.9859 -4.9278 1.1949
C -2.6312 0.7597 4.8955
C 3.8319 -1.9035 0.9326
C -1.0880 2.6663 0.0371
H -4.3107 1.3737 6.0621
H 4.2913 1.5710 -3.4237
H 4.6988 -1.8100 0.2785
H 4.5763 0.0216 2.7744
H 1.5147 0.3137 2.2419
H -5.8713 1.2385 4.1233
H 1.3316 2.8210 -2.4287
H 4.7711 -1.4572 -3.5385
H -1.0799 0.1282 3.5605
H 4.4454 0.6759 -4.9424
H 3.7812 1.3909 1.9876
H -5.0055 0.5519 1.9012
H -1.6309 1.0143 -3.2796
H 4.1549 -2.3612 1.8678
H -2.0957 -5.4699 0.8765
H 3.5407 -1.9364 -2.3701
H -4.9754 -0.5336 -1.1141
H 2.9175 -1.4245 -5.3091
H 1.6816 -1.7711 -4.0947
H 2.2527 -1.0712 3.0491
H 4.5642 -0.5220 -2.0504
H -1.2689 3.7402 0.0886
H 1.2767 3.9049 0.5562
H 1.2353 -1.3211 1.6254
H -0.0924 0.4013 -3.2517
H 0.3701 4.1703 -1.8062
H -1.3446 -0.4817 -3.8726
H 5.0874 0.5291 1.1577
H -5.8343 -0.7871 -2.6911
H 1.5599 -0.3148 -5.1134
H -1.8864 2.2177 -0.5597
H 1.3343 2.2979 1.2886
H 2.3691 2.6793 -0.1001
H -0.4344 2.8201 -2.5936
H 3.1040 -2.5664 0.4615
H -1.1318 2.2636 1.0483
H 3.0134 1.6715 -4.6472
H -3.2232 -5.1228 2.2337
```

Computed properties:
- ⟨S²⟩: 8.768
- Kohn-Sham gap (spin up / spin down): 8.395 / 5.844 eV
- Total charge: +1
- Multiplicity: 6
- HOMO level (spin up / spin down): -10.98 / -12.26 eV
- Relative energy (zero: lowest compared OMol25 entry of this formula, charge and spin): 97.89 kJ/mol

Atomic partial charges in e from the Mulliken method, atoms 1 to 4: Ir 3.187; Br -0.093; Br -0.104; Cl -0.105

[5]
Density functional theory data (ωB97M-V/def2-TZVPD) for a structure of composition C22H38Br2ClIrN2O9SSi.

XYZ file:
```
77
Properties=species:S:1:pos:R:3
Ir -0.2477 -0.3818 0.0038
Br -0.9866 -3.5488 1.5065
Br -0.4928 -3.0341 -1.5616
Cl 3.2167 -2.0563 -3.6663
S -0.9164 1.6813 -1.3362
Si -1.7172 2.5772 0.5031
O 1.5491 -1.5038 0.9986
O 1.4296 -0.4159 -1.6551
O 6.0216 2.2775 4.9057
O 1.5139 0.6647 1.0211
O -1.1513 4.0537 0.6791
O -1.2402 1.3914 1.5249
O 3.4410 -0.3842 -0.6553
O 4.4426 3.1818 3.7614
O -3.3182 2.5037 0.4971
N -2.5491 -0.7915 0.0313
N 5.1043 2.2334 4.1223
C 3.3441 -0.4341 -3.0345
C -4.7548 2.0507 -1.3482
C 0.0214 4.8041 0.3097
C 3.9824 -1.5114 2.5703
C 2.6650 -0.4075 -1.5861
C -2.8163 0.9972 3.3144
C 2.1008 -0.4126 1.3089
C -0.8974 2.5806 3.6153
C 4.7464 0.9414 3.5773
C -0.0366 -4.1639 -0.0421
C -5.5492 3.3186 0.6778
C -4.3845 3.0792 -0.2799
C -0.1733 5.2864 -1.1263
C 3.6978 0.8740 2.6759
C -3.9571 4.3827 -0.9346
C -1.3604 1.2858 2.9616
C 5.0298 -1.4266 3.4741
C 0.0835 5.9968 1.2655
C 1.2638 3.9365 0.4439
C -0.4684 0.1268 3.4043
C 3.3092 -0.3605 2.1743
C 5.4241 -0.2010 3.9830
H -0.2394 4.4354 -1.8028
H -2.8338 -1.3292 0.8440
H -0.6811 -0.1468 4.4332
H -3.6133 5.0858 -0.1832
H -1.0872 5.8713 -1.2009
H -3.8657 1.7808 -1.9178
H -2.9413 0.9564 4.3922
H 1.1936 3.0607 -0.2026
H 6.2381 -0.1067 4.6869
H -5.8360 2.3921 1.1677
H -0.9091 2.4616 4.6941
H 0.5776 0.4075 3.3305
H -4.8020 4.8175 -1.4598
H 2.7810 0.2474 -3.6691
H 0.6641 5.9099 -1.4240
H 0.1141 2.8175 3.3010
H 4.3883 -0.1465 -2.9239
H -5.4913 2.4677 -2.0287
H -0.6473 -0.7459 2.7753
H 2.1450 4.5074 0.1696
H 3.6702 -2.4638 2.1716
H 3.1865 1.7723 2.3674
H -3.1205 0.0378 2.9070
H 1.0298 -4.0657 0.1411
H -2.8614 -1.2832 -0.8032
H -6.4007 3.6980 0.1216
H -0.3345 -5.1898 -0.2615
H 0.9150 6.6395 0.9957
H -1.5557 3.3988 3.3400
H -3.0289 0.1068 0.0711
H 1.3788 3.5925 1.4683
H -0.8358 6.5723 1.2009
H -5.1749 1.1609 -0.8855
H -5.2687 4.0464 1.4338
H 5.5267 -2.3259 3.7981
H 0.2221 5.6626 2.2897
H -3.1593 4.2032 -1.6496
H -3.4585 1.7771 2.9171
```

Computed properties:
- ⟨S²⟩: 8.772
- Kohn-Sham gap (spin up / spin down): 8.636 / 4.588 eV
- Total charge: +1
- Multiplicity: 6
- HOMO level (spin up / spin down): -11.16 / -11.61 eV
- Relative energy (zero: lowest compared OMol25 entry of this formula, charge and spin): 187.99 kJ/mol

Atomic partial charges in e from the Mulliken method, atoms 1 to 4: Ir 2.866; Br -0.070; Br -0.091; Cl -0.096

[6]
Density functional theory data (ωB97M-V/def2-TZVPD) for a structure of composition C22H38Br8N2O3P2S2.

XYZ file:
```
77
Properties=species:S:1:pos:R:3
Br -6.2788 -0.8306 -4.1351
Br -7.0884 2.6785 -4.9354
Br -1.8030 -5.3231 -0.2671
Br 0.9549 4.8110 -7.9664
Br -3.4692 1.5778 -4.8904
Br -1.3193 -7.5835 2.6081
Br 4.4587 5.3363 -6.9258
Br 0.0956 0.6111 -4.9246
S -1.6651 1.2686 -1.2073
S 3.2058 3.8747 3.6115
P -1.6808 0.6735 0.6604
P -1.0895 3.8630 1.4374
O -2.1697 -1.7716 3.5388
O 0.4342 -1.1398 1.5987
O -0.4238 5.1860 1.3602
N 1.7527 4.0563 2.9064
N 3.3850 2.2663 3.4769
C 0.1295 -1.8451 2.8371
C 5.7010 -1.5702 4.6609
C -2.9018 -6.5982 2.0479
C 2.0300 0.3932 2.5388
C 1.3588 2.8515 2.5107
C -1.0540 -3.8771 3.6600
C 0.1224 2.5257 1.8431
C 3.2742 3.8263 -6.6007
C 2.4151 3.5318 -7.8017
C -1.8735 2.6882 -4.7983
C -0.1339 1.2019 1.5434
C -8.0095 0.0243 -4.3896
C 0.8281 0.1598 1.9186
C 5.1122 -0.2174 4.1717
C 2.9991 -0.7605 2.8673
C 4.5189 -0.3806 2.7230
C 2.3184 1.7790 2.8568
C 6.2768 0.8057 4.1124
C -3.0416 -6.5852 0.5492
C -0.7853 2.1675 -5.6982
C -7.9644 1.0363 -5.5037
C -1.2347 -2.5881 2.8041
H 4.5583 0.5585 2.1538
H -7.4325 0.6805 -6.3815
H -2.7641 1.2936 1.3317
H -8.2936 0.4553 -3.4339
H 0.1015 -1.1360 3.6864
H 6.0112 1.7492 3.6111
H -1.8117 3.5147 0.2730
H -2.0611 -0.8486 3.2736
H 3.9340 2.9870 -6.3885
H 2.9650 3.5590 -8.7379
H 6.6952 -1.7594 4.2247
H 1.9322 2.5608 -7.6963
H -2.0192 -4.1971 4.0739
H -1.7765 -0.7323 0.6338
H 5.8436 -1.5079 5.7570
H 0.9683 -2.5389 3.0381
H 5.0581 -1.1798 2.1849
H -1.5796 2.7320 -3.7527
H 7.1176 0.3625 3.5483
H 5.0264 -2.4222 4.4654
H -8.6932 -0.7863 -4.6363
H -3.7392 -7.1218 2.5062
H -1.1466 1.8710 -6.6789
H -2.8230 -5.6037 2.4765
H -2.8526 -7.5534 0.0949
H 6.5645 1.0557 5.1512
H -4.0326 -6.2392 0.2605
H -0.3222 -3.5998 4.4430
H 2.7512 -1.2065 3.8465
H 2.6969 4.0630 -5.7113
H -8.9713 1.3354 -5.7903
H -0.5441 -4.6619 3.0555
H -2.1959 3.6763 -5.1229
H 0.0028 2.9090 -5.8156
H 4.2934 0.0646 4.8511
H -2.0218 3.8979 2.5108
H -1.5895 -2.8161 1.7836
H 2.7648 -1.5383 2.1112
```

Computed properties:
- Kohn-Sham gap: 7.385 eV
- Total charge: 0
- HOMO level: -8.77 eV

Atomic partial charges in e from the Mulliken method, atoms 1 to 4: Br -0.142; Br -0.131; Br -0.144; Br -0.126